{
  "formula": "H42O21",
  "method": "ωB97M-V with the def2-TZVPD basis set",
  "spin_multiplicity": 1,
  "total_charge": 0,
  "total_energy_ha": -1605.0996,
  "e_above_lowest_kj_mol": 852.0,
  "orbital_gap_ev": 10.17,
  "elements": ["O", "H", "H", "O", "H", "H", "O", "H", "H", "O", "H", "H", "O", "H", "H", "O", "H", "H", "O", "H", "H", "O", "H", "H", "O", "H", "H", "O", "H", "H", "O", "H", "H", "O", "H", "H", "O", "H", "H", "O", "H", "H", "O", "H", "H", "O", "H", "H", "O", "H", "H", "O", "H", "H", "O", "H", "H", "O", "H", "H", "O", "H", "H"],
  "coordinates": [[1.437, 4.180, -2.731], [2.002, 3.421, -2.291], [1.484, 3.938, -3.654], [-1.525, 4.405, 2.181], [-2.402, 3.974, 2.016], [-1.399, 4.957, 1.385], [-0.567, 1.069, 3.746], [-0.410, 1.863, 3.208], [-1.499, 0.983, 3.503], [1.461, 1.363, -1.089], [1.209, 0.584, -1.670], [0.609, 1.611, -0.710], [-3.676, -1.614, 2.452], [-4.321, -1.093, 2.840], [-2.784, -1.320, 2.800], [3.161, 2.517, 0.592], [2.577, 3.080, 1.095], [2.595, 2.043, -0.128], [1.259, 0.508, 1.642], [1.382, 1.224, 0.919], [0.652, -0.185, 1.352], [-2.073, -3.063, -1.485], [-2.693, -3.491, -0.870], [-1.345, -3.765, -1.354], [3.119, -1.136, 0.357], [3.773, -0.577, -0.156], [2.812, -0.629, 1.116], [1.759, 2.344, 4.297], [2.035, 3.191, 3.959], [2.004, 1.678, 3.662], [-0.669, -1.041, 2.303], [-0.407, -0.552, 3.160], [-0.345, -1.856, 2.010], [1.537, -1.095, -2.095], [2.315, -1.589, -1.767], [0.638, -0.994, -1.649], [-0.724, -0.496, -1.007], [-1.221, -1.314, -0.616], [-1.169, -0.002, -1.727], [1.812, -3.748, -3.740], [1.161, -3.622, -3.034], [2.190, -2.877, -3.741], [4.096, -0.135, -3.387], [4.501, -0.571, -2.664], [3.355, -0.612, -3.734], [-2.164, 3.771, -0.213], [-2.800, 3.192, -0.599], [-2.082, 4.439, -0.867], [-4.067, -2.023, -0.307], [-4.181, -1.085, -0.420], [-4.654, -2.195, 0.522], [-3.197, 0.888, -0.040], [-2.371, 0.413, -0.039], [-3.379, 1.443, 0.640], [1.149, -3.566, 1.494], [0.470, -3.446, 2.102], [2.057, -3.500, 2.032], [-1.629, -3.471, 1.783], [-1.297, -3.508, 0.841], [-2.574, -3.179, 1.768], [0.682, -0.079, -4.486], [1.096, -0.286, -5.308], [1.233, 0.639, -4.203]],
  "forces_ev_per_angstrom": [[1.68, -2.32, 1.56], [-1.71, 2.21, -1.08], [-0.03, 0.06, -0.42], [-0.92, -0.07, 0.08], [1.37, 0.77, 0.08], [-0.13, -0.62, 0.67], [-1.34, 0.65, -0.21], [1.05, -0.13, 0.36], [-0.25, -0.39, 0.47], [-1.23, -0.21, -1.16], [1.45, 0.63, 0.81], [-0.08, 0.31, -0.14], [3.11, -1.15, -0.46], [-1.86, 1.56, 1.37], [-1.14, -0.39, -0.72], [-0.62, -1.17, -1.55], [-0.27, 0.30, 0.06], [1.40, 1.24, 1.52], [1.04, 2.27, -1.19], [-0.21, -2.53, 1.90], [-0.28, 0.46, -0.15], [2.29, -2.66, 1.21], [-0.72, 0.90, -0.39], [-1.01, 1.67, -1.05], [1.62, 0.05, -1.33], [-1.27, -0.67, 1.39], [-0.10, 0.61, -0.08], [-0.28, 0.16, 0.71], [0.29, 0.26, -0.25], [0.16, -0.32, -0.58], [-1.79, 3.08, 1.31], [0.46, -1.20, -1.82], [0.89, -1.88, 0.47], [0.08, 0.00, -1.32], [-1.62, 0.51, 1.10], [1.57, -1.40, 0.35], [-0.99, -0.81, 1.16], [0.52, 1.89, -1.88], [-0.36, -1.17, 0.46], [-0.48, -0.39, 0.48], [0.01, -0.29, -0.24], [0.38, 0.71, -0.31], [0.31, 1.63, -1.10], [0.25, -0.91, 0.83], [-0.55, -0.65, 0.25], [0.23, -0.32, 0.51], [-0.76, -1.06, -0.46], [0.34, 1.12, -0.96], [-2.14, -1.18, 2.35], [0.12, 0.83, -0.15], [1.72, 0.43, -2.13], [-0.62, -2.24, -4.17], [0.67, 0.21, 0.91], [-0.05, 2.08, 3.41], [4.92, 0.01, -0.21], [-1.78, -0.12, 2.12], [-3.19, -0.12, -1.86], [-0.22, -0.35, -1.56], [-0.91, 0.04, 1.53], [1.09, -0.13, -0.19], [-0.55, 0.07, 0.18], [0.10, -0.59, -1.19], [0.34, 0.70, 0.69]]
}

---

{
  "formula": "C24H28N4O3S",
  "method": "ωB97M-V with the def2-TZVPD basis set",
  "spin_multiplicity": 1,
  "smiles": "Cc1ccc(N(CC(=O)N/N=C/c2cc(C)n(-c3ccccc3)c2C)S(C)(=O)=O)c(C)c1",
  "total_charge": 0,
  "total_energy_ha": -1774.2627,
  "e_above_lowest_kj_mol": 194.1,
  "orbital_gap_ev": 8.00,
  "elements": ["C", "C", "C", "C", "C", "N", "C", "C", "O", "N", "N", "C", "C", "C", "C", "C", "N", "C", "C", "C", "C", "C", "C", "C", "C", "S", "C", "O", "O", "C", "C", "C", "H", "H", "H", "H", "H", "H", "H", "H", "H", "H", "H", "H", "H", "H", "H", "H", "H", "H", "H", "H", "H", "H", "H", "H", "H", "H", "H", "H"],
  "coordinates": [[4.832, 4.401, 1.421], [4.563, 3.046, 0.842], [3.266, 2.632, 0.568], [3.022, 1.369, 0.064], [4.072, 0.498, -0.194], [3.834, -0.803, -0.714], [3.080, -0.980, -1.935], [1.605, -0.526, -1.906], [1.169, 0.278, -2.700], [0.892, -1.146, -0.940], [-0.417, -0.861, -0.731], [-1.030, -1.509, 0.179], [-2.413, -1.295, 0.465], [-3.163, -1.966, 1.471], [-4.447, -1.516, 1.406], [-5.621, -1.865, 2.253], [-4.516, -0.576, 0.397], [-5.676, 0.132, 0.029], [-6.813, -0.553, -0.385], [-7.950, 0.149, -0.740], [-7.960, 1.533, -0.690], [-6.827, 2.216, -0.283], [-5.687, 1.522, 0.079], [-3.287, -0.430, -0.178], [-3.025, 0.477, -1.321], [3.979, -2.104, 0.298], [5.206, -3.175, -0.510], [2.744, -2.853, 0.298], [4.493, -1.666, 1.556], [5.383, 0.895, 0.068], [6.540, -0.021, -0.187], [5.602, 2.163, 0.587], [5.816, 4.761, 1.129], [4.081, 5.117, 1.096], [4.801, 4.351, 2.510], [2.437, 3.298, 0.756], [2.007, 1.068, -0.137], [3.570, -0.424, -2.742], [3.097, -2.048, -2.168], [1.352, -1.852, -0.351], [-0.515, -2.270, 0.780], [-2.780, -2.695, 2.159], [-6.238, -0.987, 2.441], [-6.246, -2.623, 1.778], [-5.275, -2.264, 3.203], [-6.795, -1.631, -0.439], [-8.831, -0.387, -1.062], [-8.849, 2.077, -0.970], [-6.831, 3.295, -0.242], [-4.805, 2.048, 0.409], [-3.912, 0.590, -1.942], [-2.719, 1.464, -0.973], [-2.201, 0.076, -1.905], [6.186, -2.928, -0.127], [5.156, -3.025, -1.580], [4.944, -4.195, -0.259], [6.395, -0.575, -1.112], [7.466, 0.545, -0.252], [6.623, -0.727, 0.637], [6.617, 2.472, 0.794]],
  "forces_ev_per_angstrom": [[-0.02, -0.05, 0.05], [-0.03, -0.05, -0.04], [0.06, -0.02, -0.03], [0.00, -0.10, -0.06], [0.30, 0.62, 0.35], [0.01, -0.64, 0.65], [-0.16, 0.00, -0.49], [0.11, -0.11, -0.13], [0.08, 0.06, -0.07], [0.22, -0.66, 0.62], [-0.39, 0.43, -0.21], [0.79, -0.17, -0.12], [-0.90, 0.37, -0.01], [-0.10, 0.12, -0.16], [-0.01, -0.26, 0.43], [0.00, -0.02, -0.10], [0.24, -0.23, 0.15], [-0.48, 0.32, -0.16], [0.19, 0.01, 0.02], [-0.07, 0.01, 0.01], [-0.06, 0.03, -0.02], [-0.03, 0.05, -0.03], [0.04, -0.17, 0.06], [0.65, -0.17, -0.17], [-0.06, -0.02, -0.10], [0.44, -0.52, -0.21], [-0.63, 0.44, 0.39], [0.01, -0.16, -0.23], [0.15, 0.21, -0.06], [-0.02, 0.07, -0.12], [-0.02, 0.11, 0.07], [-0.11, -0.02, -0.02], [0.05, 0.08, 0.00], [-0.01, 0.09, 0.00], [0.01, 0.08, 0.07], [-0.09, 0.08, 0.00], [-0.12, -0.03, 0.04], [-0.14, -0.10, 0.12], [-0.03, 0.06, -0.21], [-0.13, 0.29, -0.27], [0.02, 0.02, -0.05], [0.02, -0.17, 0.20], [-0.07, -0.01, 0.09], [-0.11, -0.01, 0.04], [-0.01, -0.01, 0.05], [0.03, -0.10, 0.00], [-0.06, -0.05, -0.03], [-0.07, 0.05, -0.02], [0.01, 0.08, 0.01], [0.10, 0.03, 0.04], [-0.02, 0.05, -0.05], [0.05, 0.12, -0.05], [-0.05, 0.08, -0.06], [0.14, 0.14, 0.03], [-0.02, 0.01, -0.20], [-0.07, -0.12, 0.07], [0.07, -0.07, -0.07], [0.05, -0.01, -0.03], [0.12, -0.10, 0.00], [0.13, 0.04, 0.00]]
}

---

{
  "formula": "C5H7NS",
  "method": "ωB97M-V with the def2-TZVPD basis set",
  "spin_multiplicity": 1,
  "total_charge": 0,
  "total_energy_ha": -647.5757,
  "e_above_lowest_kj_mol": 213.6,
  "orbital_gap_ev": 9.18,
  "elements": ["C", "C", "C", "C", "C", "N", "S", "H", "H", "H", "H", "H", "H", "H"],
  "coordinates": [[0.936, 0.618, -0.589], [-0.597, -0.400, 0.304], [1.225, 0.497, -1.863], [0.477, 0.617, 2.078], [-1.554, -1.121, -0.519], [-0.493, -0.187, 1.509], [1.563, 1.461, 0.745], [2.040, 1.045, -2.315], [0.653, -0.133, -2.526], [0.028, 1.424, 2.658], [1.148, 0.035, 2.710], [-1.091, -1.452, -1.446], [-2.362, -0.431, -0.764], [-1.973, -1.974, 0.018]],
  "forces_ev_per_angstrom": [[-2.94, -1.96, 1.88], [3.44, 2.35, -1.34], [0.19, 0.17, -0.48], [1.05, 0.81, 0.03], [-0.39, -0.39, -0.23], [-1.16, -0.85, -0.03], [-0.07, -0.04, 0.31], [0.14, 0.03, -0.04], [-0.16, -0.09, 0.02], [0.05, -0.08, -0.02], [-0.08, 0.04, 0.01], [-0.03, -0.02, 0.02], [-0.06, -0.03, -0.10], [0.02, 0.06, -0.04]]
}

---

{
  "formula": "C40H77InN8P",
  "method": "ωB97M-V with the def2-TZVPD basis set",
  "spin_multiplicity": 1,
  "total_charge": -1,
  "total_energy_ha": -2539.7431,
  "orbital_gap_ev": 5.20,
  "elements": ["C", "C", "C", "C", "C", "C", "In", "P", "C", "C", "H", "H", "H", "H", "H", "H", "H", "H", "H", "H", "H", "H", "H", "H", "H", "H", "H", "H", "H", "H", "H", "C", "C", "C", "C", "N", "H", "H", "H", "H", "H", "H", "H", "C", "C", "C", "C", "N", "H", "H", "H", "H", "H", "H", "H", "C", "C", "C", "C", "N", "H", "H", "H", "H", "H", "H", "H", "C", "C", "C", "C", "N", "H", "H", "H", "H", "H", "H", "H", "C", "C", "C", "C", "N", "H", "H", "H", "H", "H", "H", "H", "C", "C", "C", "C", "N", "H", "H", "H", "H", "H", "H", "H", "C", "C", "C", "C", "N", "H", "H", "H", "H", "H", "H", "H", "C", "C", "C", "C", "N", "H", "H", "H", "H", "H", "H", "H"],
  "coordinates": [[3.088, -6.495, -0.592], [4.219, -5.482, -0.206], [3.857, -4.096, -0.852], [2.924, -3.351, 0.145], [2.422, -1.968, -0.355], [1.343, -1.468, 0.676], [-0.778, -1.780, -0.025], [-1.097, -4.275, -0.519], [-2.307, -4.514, -1.969], [-2.022, -5.090, 0.932], [3.400, -7.123, -1.443], [2.836, -7.133, 0.270], [2.186, -5.927, -0.879], [4.154, -5.339, 0.888], [5.235, -5.819, -0.461], [4.776, -3.489, -0.990], [3.412, -4.208, -1.854], [3.460, -3.231, 1.101], [2.018, -3.963, 0.325], [3.297, -1.284, -0.398], [2.025, -2.047, -1.381], [1.517, -0.417, 0.982], [1.474, -2.064, 1.606], [-1.100, -0.739, -1.460], [-1.839, -1.220, 1.344], [-3.313, -4.548, -1.516], [-2.097, -5.490, -2.427], [-2.183, -3.666, -2.656], [-3.093, -5.178, 0.647], [-1.998, -4.453, 1.832], [-1.634, -6.105, 1.106], [-7.525, -7.889, 0.680], [-6.272, -8.742, 0.837], [-4.981, -7.925, 0.780], [-4.756, -7.316, -0.531], [-4.585, -6.823, -1.553], [-7.565, -7.413, -0.302], [-8.418, -8.508, 0.786], [-7.564, -7.107, 1.442], [-6.263, -9.516, 0.065], [-6.314, -9.252, 1.799], [-4.134, -8.573, 1.014], [-5.000, -7.145, 1.545], [4.706, 0.692, 0.652], [3.871, 1.623, -0.221], [3.432, 2.894, 0.506], [2.508, 2.614, 1.606], [1.790, 2.396, 2.474], [4.130, 0.318, 1.501], [5.039, -0.170, 0.073], [5.592, 1.205, 1.037], [2.998, 1.083, -0.592], [4.462, 1.912, -1.094], [2.945, 3.555, -0.208], [4.305, 3.429, 0.889], [-5.661, -5.201, 4.770], [-6.809, -5.794, 5.579], [-6.500, -7.191, 6.126], [-6.346, -8.181, 5.060], [-6.220, -8.957, 4.225], [-5.456, -5.790, 3.874], [-5.908, -4.188, 4.450], [-4.746, -5.152, 5.364], [-7.710, -5.826, 4.960], [-7.025, -5.133, 6.421], [-7.312, -7.508, 6.784], [-5.593, -7.162, 6.734], [1.127, 7.385, -2.660], [0.159, 6.255, -2.327], [0.748, 5.213, -1.374], [1.858, 4.470, -1.967], [2.729, 3.878, -2.428], [2.003, 7.016, -3.200], [0.637, 8.128, -3.292], [1.469, 7.886, -1.752], [-0.168, 5.775, -3.254], [-0.725, 6.679, -1.860], [-0.035, 4.506, -1.091], [1.083, 5.698, -0.453], [-3.837, 3.335, -0.304], [-4.714, 4.566, -0.505], [-3.977, 5.679, -1.252], [-2.859, 6.216, -0.476], [-1.972, 6.629, 0.125], [-2.977, 3.555, 0.326], [-4.397, 2.543, 0.172], [-3.474, 2.961, -1.265], [-5.070, 4.928, 0.463], [-5.598, 4.283, -1.082], [-4.669, 6.494, -1.480], [-3.611, 5.299, -2.209], [4.355, 2.608, -5.692], [4.780, 4.034, -6.019], [4.672, 4.370, -7.508], [5.609, 3.597, -8.325], [6.344, 2.991, -8.965], [5.010, 1.875, -6.168], [4.397, 2.444, -4.615], [3.332, 2.419, -6.022], [5.803, 4.196, -5.672], [4.142, 4.724, -5.461], [4.879, 5.433, -7.653], [3.652, 4.197, -7.858], [-0.280, 1.920, 4.167], [-1.562, 2.077, 4.979], [-2.689, 1.159, 4.501], [-3.146, 1.499, 3.155], [-3.492, 1.745, 2.089], [-0.426, 2.211, 3.127], [0.508, 2.552, 4.578], [0.072, 0.887, 4.184], [-1.888, 3.120, 4.945], [-1.347, 1.844, 6.026], [-3.535, 1.237, 5.189], [-2.359, 0.119, 4.521], [5.794, 6.274, -2.006], [6.189, 7.233, -0.887], [5.847, 6.699, 0.505], [4.403, 6.580, 0.710], [3.272, 6.474, 0.868], [4.713, 6.125, -2.044], [6.108, 6.673, -2.972], [6.269, 5.300, -1.874], [5.703, 8.198, -1.048], [7.267, 7.407, -0.936], [6.253, 7.374, 1.262], [6.321, 5.728, 0.661]],
  "forces_ev_per_angstrom": [[0.61, 0.20, 0.19], [-1.20, 0.45, -0.42], [0.74, 0.03, 1.11], [-0.27, 0.15, -1.37], [0.09, -0.14, 1.13], [0.35, -0.21, -0.25], [-0.20, 0.64, 0.42], [0.34, -0.40, -0.14], [0.21, -0.01, 1.28], [-0.62, 0.38, -0.63], [-0.21, 0.15, 0.28], [0.03, 0.03, -0.45], [0.25, -0.36, 0.16], [0.36, -0.05, -0.41], [-0.37, -0.06, 0.00], [-0.35, -0.21, 0.05], [-0.04, -0.08, 0.38], [-0.20, 0.02, -0.26], [0.43, 0.13, 0.02], [-0.44, -0.29, -0.10], [0.09, -0.06, 0.29], [-0.21, -0.33, -0.27], [-0.07, 0.33, -0.37], [0.09, -0.28, 0.10], [0.11, -0.21, -0.15], [0.23, 0.19, -0.61], [-0.17, 0.45, -0.13], [-0.16, -0.40, 0.06], [0.45, 0.00, 0.17], [0.25, -0.40, -0.24], [-0.08, 0.40, 0.18], [-0.01, -0.05, -0.09], [-0.34, -0.05, 0.01], [0.01, -0.32, 0.12], [0.04, 0.11, 0.21], [-0.16, -0.16, -0.15], [0.03, 0.05, 0.04], [0.00, 0.04, 0.01], [0.00, 0.00, -0.01], [0.11, 0.05, -0.02], [0.13, 0.03, -0.02], [0.07, 0.11, -0.06], [0.04, 0.08, -0.10], [0.00, 0.01, 0.01], [0.21, -0.31, 0.03], [0.00, -0.14, -0.20], [0.24, 0.18, -0.08], [0.52, 0.04, -0.28], [-0.01, 0.00, -0.02], [0.02, 0.04, 0.07], [0.00, 0.02, 0.02], [-0.03, 0.08, 0.01], [-0.12, 0.12, -0.01], [0.05, -0.05, 0.33], [-0.07, -0.02, 0.16], [-0.07, -0.01, -0.01], [0.16, 0.29, -0.17], [-0.27, 0.21, 0.13], [0.11, 0.02, 0.20], [-0.03, -0.03, -0.03], [0.03, 0.00, 0.03], [0.05, -0.03, -0.02], [0.00, 0.00, -0.04], [-0.01, -0.08, 0.08], [-0.04, -0.12, 0.04], [0.04, -0.14, -0.06], [0.05, -0.08, -0.11], [0.03, -0.03, -0.05], [0.16, 0.24, -0.35], [-0.42, 0.07, 0.05], [-0.09, 0.09, -0.11], [-0.01, 0.18, -0.26], [0.01, 0.00, 0.04], [0.04, 0.00, 0.01], [0.01, -0.03, 0.00], [0.03, -0.09, 0.06], [0.05, -0.08, 0.08], [0.13, -0.10, 0.03], [0.12, -0.07, -0.02], [-0.14, 0.27, -0.42], [0.12, -0.40, 0.06], [-0.45, 0.10, 0.02], [-0.05, -0.05, -0.13], [-0.07, 0.04, 0.12], [-0.02, -0.05, 0.02], [0.06, -0.05, 0.02], [0.02, 0.02, 0.00], [0.03, 0.10, -0.06], [0.02, 0.14, -0.05], [0.14, 0.10, 0.03], [0.15, 0.03, 0.07], [0.10, -0.04, 0.05], [-0.10, -0.23, 0.25], [0.04, 0.25, 0.24], [-0.19, 0.06, -0.04], [0.08, -0.03, -0.01], [-0.03, 0.03, -0.05], [-0.08, -0.01, -0.03], [0.01, -0.01, 0.03], [-0.01, 0.07, -0.09], [0.03, 0.05, -0.07], [0.05, -0.05, -0.14], [0.06, -0.10, -0.07], [-0.48, 0.14, 0.31], [0.38, -0.02, -0.01], [-0.02, 0.13, 0.36], [0.09, -0.29, 0.07], [-0.07, -0.07, 0.40], [-0.04, -0.10, 0.18], [-0.10, -0.06, -0.10], [0.02, 0.02, -0.09], [-0.10, -0.05, 0.02], [-0.15, -0.03, 0.02], [-0.09, -0.02, -0.13], [0.00, 0.01, -0.21], [-0.06, 0.08, 0.00], [0.04, -0.10, -0.37], [0.22, 0.27, -0.04], [0.18, -0.15, 0.08], [-0.15, 0.04, -0.08], [0.03, -0.07, 0.03], [-0.01, -0.04, 0.01], [-0.04, 0.00, -0.01], [0.01, -0.01, 0.11], [-0.02, 0.02, 0.13], [-0.12, -0.05, 0.07], [-0.14, -0.05, 0.01]]
}